The following is a DFT calculation (ωB97M-V/def2-TZVPD) of a structure of composition C16H25ClOPdS in a non-equilibrium geometry.

Cartesian coordinates (Å):
C1 0.052 0.231 -5.018
C2 1.395 0.691 -4.646
C3 -0.216 -1.218 -5.023
C4 -1.083 1.130 -4.736
Cl1 -0.255 -0.356 -1.570
H1 -0.212 -1.348 -6.118
H2 -1.195 -1.543 -4.632
H3 0.559 -1.867 -4.589
H4 1.733 0.951 -5.661
H5 2.084 -0.061 -4.230
H6 1.452 1.594 -4.014
H7 -1.243 1.468 -5.772
H8 -0.868 2.007 -4.107
H9 -2.008 0.659 -4.370
C5 1.388 -1.729 2.191
C6 0.728 -2.708 1.379
C7 1.009 -2.426 0.017
H10 0.168 -3.558 1.782
C8 1.897 -1.297 -0.026
C9 2.124 -0.849 1.321
H11 2.768 -0.029 1.651
H12 1.409 -1.702 3.299
H13 0.648 -2.982 -0.834
H14 2.391 -0.900 -0.891
C10 -1.897 0.598 1.733
C11 -1.921 -0.616 2.494
C12 -2.117 -1.706 1.595
H15 -1.915 -0.666 3.597
C13 -2.226 -1.199 0.274
C14 -2.138 0.243 0.351
H16 -2.291 0.948 -0.447
H17 -1.802 1.612 2.142
H18 -2.267 -2.740 1.912
H19 -2.398 -1.773 -0.624
Pd1 -0.053 -0.340 0.505
C15 0.838 0.872 4.630
S1 1.365 2.122 3.460
C16 0.401 3.519 4.010
O1 0.759 1.758 2.123
H20 0.546 1.360 5.551
H21 1.734 0.229 4.821
H22 0.025 0.273 4.188
H23 0.327 4.171 3.136
H24 -0.597 3.148 4.305
H25 0.900 4.027 4.843

As for the expectation value of S²: 6.017. The charge is +2. The orbital gap (spin up / spin down) is 5.479 / 5.900 eV. The spin multiplicity is 5.